#P
# C21H62AgBN5O7V

A structure of composition C21H62AgBN5O7V (ωB97M-V/def2-TZVPD, the OMol25 dataset).

```
98
Properties=species:S:1:pos:R:3:mulliken_spin:R:1
Ag 0.083 1.349 2.602 0.00
V -0.782 -1.524 1.558 1.32
O 4.696 -1.340 -0.169 0.00
O -2.275 4.768 -2.474 0.00
O -1.040 -2.917 2.309 -0.32
O -2.158 -1.982 -2.512 0.00
O 0.851 -5.182 2.112 0.00
O 0.730 -1.149 3.048 0.04
O 1.974 2.925 2.356 0.00
N -2.730 -1.598 0.097 0.03
N -2.844 1.462 -0.961 0.00
N 0.095 -2.774 -0.179 -0.07
N 1.781 -1.247 -2.411 0.00
N -0.949 3.620 2.331 0.00
C 1.639 -0.890 4.072 0.00
C 3.350 0.593 -2.468 0.00
C -3.192 -2.833 -0.514 0.01
C 0.381 -4.202 -0.056 0.02
C -4.509 -3.204 0.239 0.00
C 3.324 -1.088 -0.397 0.00
C -0.300 5.680 1.073 0.00
C 3.088 -0.838 -1.919 0.00
C 3.349 2.718 2.643 0.00
C 0.923 -4.664 -1.426 0.00
C -1.995 3.598 -1.725 0.00
C 0.072 4.226 1.403 0.00
C -1.123 5.365 -2.956 0.00
C 1.447 4.221 2.097 0.00
C 1.443 -4.402 1.083 0.01
C -2.157 -1.642 -3.866 0.00
C 1.415 -4.846 3.399 0.00
C -4.415 3.262 -1.003 0.00
C -3.187 2.607 -1.752 0.00
C -3.336 -2.613 -2.029 0.00
C 4.905 -1.641 1.211 0.00
B -0.042 0.477 0.049 -0.06
H -4.855 -4.226 0.072 0.00
H -2.468 -3.647 -0.447 0.00
H -0.539 -2.595 -0.954 0.00
H 0.217 -4.328 -2.188 0.00
H -4.118 3.325 0.046 0.00
H -3.568 -1.083 0.344 0.01
H 1.840 -4.156 -1.726 0.00
H 3.626 3.492 3.361 0.00
H -4.713 4.239 -1.377 0.00
H 2.709 -1.953 -0.129 0.01
H 2.135 4.817 1.492 0.00
H 5.937 -1.925 1.401 0.00
H -3.444 -3.580 -2.524 0.00
H -5.345 -2.584 -0.086 0.00
H -1.116 2.987 -1.939 0.00
H 4.733 -0.659 1.664 0.00
H 1.918 -1.191 -3.414 0.00
H 0.980 -2.434 -0.546 0.00
H 1.780 -3.436 1.469 0.00
H -2.331 -0.963 -0.586 -0.01
H 3.726 -1.513 -2.492 0.00
H -1.428 -0.874 -4.118 0.00
H -2.566 1.744 -0.027 0.00
H 2.691 -1.129 3.884 0.00
H 2.351 -4.844 0.665 0.00
H -0.632 6.115 -2.330 0.00
H -0.418 4.645 -3.377 0.00
H 0.171 3.602 0.515 0.00
H 0.631 -0.154 0.657 0.00
H -0.819 -0.238 -0.270 0.03
H 1.482 -1.441 5.004 0.00
H -0.385 -4.854 0.363 0.00
H 4.105 -2.280 1.589 0.00
H 0.550 0.886 -0.804 0.00
H -5.244 2.555 -1.010 0.00
H -0.921 4.151 3.195 0.00
H -1.949 1.117 -1.296 0.00
H -1.913 -2.540 -4.441 0.00
H 1.124 -3.855 3.754 0.00
H 4.302 0.939 -2.059 0.00
H -1.874 3.880 2.004 0.00
H 1.398 4.804 3.022 0.00
H -1.308 5.762 0.667 0.00
H 1.045 -5.746 -1.460 0.00
H -1.328 5.986 -3.834 0.00
H 3.435 0.574 -3.554 0.00
H 1.680 0.158 4.389 0.00
H -4.139 -1.907 -2.260 0.00
H 2.595 1.317 -2.159 0.00
H 1.022 -5.519 4.161 0.00
H -3.317 2.354 -2.805 0.00
H -0.143 6.374 1.899 0.00
H 1.113 -0.494 -2.282 0.00
H -3.160 -1.368 -4.202 0.00
H 2.863 -0.336 0.252 0.00
H 3.457 1.766 3.161 0.00
H -2.040 3.932 -0.683 0.00
H 0.367 6.059 0.295 0.00
H -0.492 1.342 0.585 0.00
H 3.965 2.727 1.743 0.00
H -4.383 -3.199 1.321 0.00
H 2.496 -4.897 3.546 0.00
```

Computed properties:
multiplicity: 2
orbital gap (spin up / spin down): 0.292 / 0.300 Ha
⟨S²⟩: 0.798
net charge: +1
HOMO level (spin up / spin down): -0.4304 / -0.4302 Ha

***

#Q
# C21H62AgBN5O7V

A structure of composition C21H62AgBN5O7V (ωB97M-V/def2-TZVPD, the OMol25 dataset).

```
98
Properties=species:S:1:pos:R:3:mulliken_spin:R:1
Ag -30.310 22.040 11.208 0.01
V -33.683 22.660 12.564 1.23
O -28.495 18.446 8.114 0.00
O -33.560 23.986 14.285 0.02
O -23.225 20.412 14.007 0.00
O -34.267 21.484 13.411 -0.23
O -31.555 22.015 13.338 -0.04
O -32.151 19.436 6.168 0.00
O -29.721 24.409 10.878 0.00
N -30.341 20.371 9.467 0.00
N -25.491 20.124 12.255 0.00
N -34.703 22.008 7.575 0.00
N -32.540 24.791 11.734 -0.01
N -27.887 22.456 11.997 0.00
C -30.919 18.752 11.108 0.00
C -27.327 19.147 8.503 0.00
C -22.037 20.244 14.742 0.00
C -30.974 21.680 14.542 0.00
C -25.555 20.234 13.713 0.00
C -34.150 21.020 6.648 0.00
C -28.441 24.824 11.335 0.00
C -32.164 25.526 13.008 0.00
C -24.287 19.538 14.350 0.00
C -27.444 23.656 11.374 0.00
C -32.685 20.460 6.988 0.00
C -32.926 18.259 5.878 0.00
C -29.468 18.110 9.081 0.00
C -26.964 23.119 10.031 0.00
C -34.196 21.666 5.314 0.00
C -33.991 23.738 15.640 0.01
C -30.013 24.632 9.487 0.00
C -29.778 19.226 10.173 0.00
C -26.901 19.586 14.049 0.00
C -33.340 25.386 14.021 0.00
C -31.818 26.916 12.603 0.00
B -33.021 21.632 10.547 0.03
H -28.140 25.695 10.753 0.00
H -31.724 21.962 15.281 0.00
H -32.047 21.342 6.932 0.00
H -31.647 18.350 10.404 0.00
H -25.439 19.128 12.097 0.00
H -27.233 19.676 15.083 0.00
H -31.307 24.963 13.379 0.00
H -33.320 24.246 16.332 0.00
H -25.446 21.256 14.077 0.00
H -28.696 25.116 12.354 0.00
H -32.671 22.594 10.888 -0.01
H -32.760 27.383 12.314 0.00
H -30.562 17.797 11.494 0.00
H -30.371 17.832 8.538 0.00
H -31.080 26.847 11.804 0.00
H -34.096 21.653 10.458 -0.01
H -34.799 20.175 6.419 0.00
H -24.281 19.575 15.439 0.00
H -27.746 22.555 9.523 0.00
H -21.330 21.041 14.513 0.00
H -33.483 22.490 5.289 0.00
H -32.774 20.064 8.000 0.00
H -30.600 20.664 14.418 0.00
H -27.934 22.530 13.003 0.00
H -31.342 20.466 9.377 0.00
H -35.195 22.041 5.092 0.00
H -33.880 20.989 4.521 0.00
H -35.044 24.020 15.623 0.00
H -22.271 20.359 15.800 0.00
H -26.786 18.529 13.810 0.00
H -34.637 21.748 8.549 0.01
H -31.791 24.822 11.058 0.01
H -32.349 17.336 5.923 0.00
H -33.358 25.264 11.376 0.00
H -34.246 25.917 13.730 0.00
H -33.670 18.131 6.665 0.00
H -30.010 20.419 8.513 0.00
H -26.675 18.630 9.207 0.00
H -26.070 22.502 10.128 0.00
H -27.100 21.822 11.989 0.00
H -29.648 23.970 8.702 0.00
H -26.577 23.861 12.002 0.00
H -31.086 24.440 9.468 0.00
H -32.783 20.981 11.373 0.00
H -33.443 18.394 4.928 0.00
H -32.540 21.417 9.605 -0.01
H -31.501 27.527 13.447 0.00
H -32.920 25.987 14.828 0.00
H -34.243 22.908 7.569 0.00
H -27.649 19.942 13.340 0.00
H -30.028 22.142 14.824 0.00
H -26.720 23.980 9.409 0.00
H -33.943 22.670 15.854 0.00
H -27.709 20.068 8.944 0.00
H -29.880 25.679 9.214 0.00
H -28.991 19.519 10.868 0.00
H -21.557 19.273 14.621 0.00
H -29.151 17.248 9.668 0.00
H -26.722 19.358 7.622 0.00
H -24.126 18.478 14.152 0.00
H -31.259 19.446 11.878 0.01
H -24.555 20.390 11.986 0.00
```

Computed properties:
multiplicity: 2
orbital gap (spin up / spin down): 0.244 / 0.255 Ha
⟨S²⟩: 0.784
net charge: +1
HOMO level (spin up / spin down): -0.3910 / -0.3910 Ha

***

Structures ranked by computed energy, the most stable listed first: #P, #Q.